(1)
Density functional theory data (ωB97M-V/def2-TZVPD) for a molecular structure, C33H45HgNOPSb.

Last column: Mulliken spin population.
Geometry (Å):
Hg1 -1.538 -0.414 0.620  0.41
C1 -2.870 4.927 -2.085  0.00
C2 -2.550 3.792 -1.099  -0.01
C3 -3.440 2.582 -1.354  0.00
C4 -1.077 3.408 -1.194  0.00
C5 -0.064 4.545 -1.226  0.00
O1 0.881 4.225 -0.144  0.00
C6 0.434 3.101 0.477  0.00
N1 -0.656 2.572 0.002  -0.01
C7 1.275 2.781 1.681  0.00
C8 2.030 3.865 2.147  0.00
C9 2.868 3.689 3.257  0.00
C10 3.016 2.499 3.925  0.00
C11 2.274 1.432 3.445  0.00
C12 1.369 1.547 2.381  -0.01
P1 0.554 -0.008 2.127  0.18
C13 -0.070 -0.463 3.783  0.02
C14 -0.736 0.485 4.518  0.01
C15 -1.285 0.169 5.787  0.00
C16 -1.049 -1.119 6.313  0.00
C17 -0.363 -2.065 5.545  0.00
C18 0.124 -1.772 4.280  0.00
C19 1.813 -1.215 1.702  -0.01
C20 3.169 -0.891 1.596  0.01
C21 4.094 -1.929 1.608  -0.01
C22 3.715 -3.271 1.628  0.01
C23 2.349 -3.558 1.734  -0.01
C24 1.398 -2.551 1.694  -0.02
H1 -3.956 5.119 -2.082  0.00
H2 -2.594 4.543 -3.075  0.00
H3 -2.314 5.844 -1.907  0.00
H4 -2.702 4.203 -0.077  0.00
H5 -3.081 1.969 -2.215  -0.01
H6 -4.426 2.877 -1.659  0.00
H7 -3.576 1.888 -0.497  0.03
H8 -0.916 2.787 -2.109  0.01
H9 -0.505 5.508 -0.890  0.00
H10 0.464 4.645 -2.184  0.00
H11 2.024 4.840 1.644  0.00
H12 3.443 4.538 3.593  0.00
H13 3.722 2.368 4.736  0.00
H14 2.351 0.460 3.917  0.00
H15 -0.842 1.493 4.055  0.00
H16 -1.744 0.959 6.393  0.00
H17 -1.409 -1.349 7.324  0.00
H18 -0.313 -3.036 5.993  0.00
H19 0.670 -2.518 3.689  0.00
H20 3.405 0.145 1.442  0.00
H21 5.124 -1.656 1.451  0.00
H22 4.442 -4.059 1.465  0.00
H23 2.032 -4.572 1.922  0.00
H24 0.336 -2.787 1.740  0.03
C25 -1.480 -4.072 -0.451  -0.01
C26 -0.457 -3.585 -1.453  0.02
C27 -0.421 -4.334 -2.798  0.01
Sb1 -0.703 -1.390 -1.845  0.25
C28 1.362 -0.664 -2.152  0.05
C29 2.291 -1.675 -2.820  0.01
C30 1.244 0.671 -2.849  0.01
C31 -2.033 -0.875 -3.609  0.03
C32 -3.449 -1.372 -3.308  -0.01
C33 -1.422 -1.382 -4.936  0.00
H25 -1.244 -5.115 -0.169  0.00
H26 -2.466 -4.058 -0.917  0.00
H27 -1.524 -3.463 0.452  0.03
H28 0.569 -3.435 -1.062  0.00
H29 -1.294 -4.041 -3.421  0.00
H30 -0.554 -5.410 -2.617  0.00
H31 0.441 -4.152 -3.441  0.00
H32 1.617 -0.568 -1.092  -0.02
H33 1.952 -2.039 -3.815  0.00
H34 2.447 -2.551 -2.160  0.00
H35 3.277 -1.257 -3.084  0.00
H36 0.797 0.607 -3.850  0.00
H37 2.286 1.041 -3.006  0.00
H38 0.706 1.423 -2.260  -0.01
H39 -1.956 0.223 -3.545  0.00
H40 -3.466 -2.461 -3.286  0.00
H41 -4.132 -1.064 -4.107  0.00
H42 -3.862 -1.015 -2.310  0.01
H43 -1.484 -2.488 -5.038  0.00
H44 -0.365 -1.104 -5.023  0.00
H45 -1.980 -0.965 -5.843  0.00

Forces on atoms 1 to 6 (eV/Å):
-0.3 0.5 0.0
-0.3 -0.9 -0.4
0.1 0.7 0.6
0.2 -1.1 -0.1
0.6 -1.2 0.3
0.0 0.8 1.3

Properties
* lowest unoccupied orbital energy (spin up / spin down): -2.33 / -3.45 eV
* HOMO energy (spin up / spin down): -8.89 / -10.52 eV
* 2S+1: 2
* energy relative to the best compared isomer or geometry (same formula, charge and spin): 0.0000 eV
* frontier orbital gap (spin up / spin down): 0.2411 / 0.2600 Ha
* net charge: +1

---

(2)
Density functional theory data (ωB97M-V/def2-TZVPD) for C2H2O2S in the gas phase.

Last column: Löwdin charge in e.
Geometry (Å):
O1 0.264 1.505 0.052  0.05
C1 0.382 0.311 -0.122  -0.67
O2 1.416 -0.414 -0.068  0.13
C2 -0.942 -0.450 0.071  -0.56
S1 -2.345 0.268 -0.075  0.80
H1 2.251 0.253 -0.147  0.23
H2 -1.026 -1.472 0.290  0.02

Forces on atoms 1 to 6 (eV/Å):
1.6 -0.1 -1.1
-5.0 2.1 2.5
5.7 0.6 -1.0
0.1 0.6 -1.0
-0.7 0.6 -0.1
-2.5 -2.2 0.4

Properties
* lowest unoccupied orbital energy: -0.93 eV
* HOMO energy: -9.04 eV
* energy relative to the best compared isomer or geometry (same formula, charge and spin): 0.8740 eV
* frontier orbital gap: 0.2981 Ha
* SMILES: O=C(O)C=S
* net charge: 0

---

(3)
Density functional theory data (ωB97M-V/def2-TZVPD) for a molecular structure, C40H40B2F24O32Y.

Last column: Löwdin charge in e.
Geometry (Å):
Y1 -0.434 27.530 17.550  2.05
O1 2.922 24.964 24.796  0.17
C1 3.133 25.549 23.741  -0.43
O2 2.211 26.132 23.133  0.24
B1 2.819 26.935 22.020  -0.82
O3 4.242 26.555 21.964  0.23
C2 4.497 25.788 22.996  -0.37
O4 5.569 25.403 23.407  0.15
O5 2.611 28.377 22.369  0.24
C3 1.841 28.922 21.370  -0.29
O6 1.412 30.058 21.328  0.15
C4 1.647 27.826 20.298  -0.31
O7 2.168 26.719 20.704  0.27
O8 1.063 27.952 19.223  -0.05
O9 -1.775 27.244 19.641  -0.04
C5 -2.013 26.859 20.808  -0.25
O10 -1.085 26.488 21.706  0.25
B2 -1.739 26.242 22.991  -0.81
O11 -3.173 26.633 22.777  0.27
C6 -3.376 26.980 21.563  -0.39
O12 -4.490 27.232 21.092  0.13
O13 -1.569 24.797 23.331  0.20
C7 -0.601 24.707 24.255  -0.33
O14 -0.068 23.687 24.710  0.14
C8 -0.314 26.140 24.787  -0.38
O15 -1.044 26.946 24.112  0.23
O16 0.395 26.392 25.799  0.12
C9 0.979 22.427 15.114  -0.02
C10 0.419 23.611 15.948  -0.24
O17 0.465 23.211 17.282  0.04
C11 0.456 24.150 18.315  -0.18
O18 0.168 25.349 18.242  -0.01
C12 0.710 23.501 19.724  -0.48
F1 1.989 23.905 20.083  0.16
F2 -0.265 23.968 20.526  0.21
F3 0.668 22.201 19.593  0.23
H1 2.052 22.375 15.295  0.09
H2 0.761 22.563 14.055  0.09
H3 0.381 21.597 15.491  0.09
H4 -0.640 23.727 15.717  0.13
H5 0.971 24.529 15.750  0.10
C13 7.590 25.560 27.065  -0.05
C14 6.726 24.398 26.482  -0.19
O19 6.681 23.467 27.533  0.00
C15 5.526 22.984 28.100  -0.29
O20 4.427 23.015 27.505  0.13
C16 5.699 22.185 29.382  -0.51
F4 6.861 22.602 29.977  0.13
F5 4.690 22.470 30.137  0.22
F6 5.800 20.832 29.044  0.12
H6 7.943 26.240 26.290  0.06
H7 8.462 25.106 27.537  0.07
H8 7.188 26.185 27.862  0.07
H9 7.223 24.039 25.581  0.10
H10 5.713 24.706 26.221  0.10
C17 5.145 28.392 25.253  -0.03
C18 3.753 28.512 25.858  -0.21
O21 3.841 28.506 27.271  0.01
C19 3.841 27.358 28.023  -0.28
O22 3.678 26.233 27.508  0.14
C20 3.984 27.664 29.525  -0.50
F7 2.739 27.699 30.015  0.16
F8 4.525 26.580 30.153  0.14
F9 4.541 28.865 29.801  0.16
H11 5.761 29.178 25.692  0.09
H12 5.094 28.283 24.170  0.07
H13 5.607 27.462 25.584  0.07
H14 3.098 27.750 25.435  0.11
H15 3.287 29.461 25.594  0.11
C21 -1.445 33.834 17.499  -0.04
C22 -1.258 32.355 17.683  -0.20
O23 -1.394 32.034 19.090  0.06
C23 -1.438 30.771 19.537  -0.24
O24 -1.225 29.728 18.843  -0.02
C24 -1.905 30.684 20.998  -0.54
F10 -3.232 30.612 21.012  0.21
F11 -1.462 29.519 21.532  0.17
F12 -1.426 31.705 21.673  0.22
H16 -1.249 34.036 16.446  0.09
H17 -0.739 34.406 18.102  0.09
H18 -2.470 34.039 17.808  0.10
H19 -0.327 31.978 17.257  0.12
H20 -2.098 31.829 17.229  0.13
C25 10.503 19.510 23.565  -0.05
C26 11.258 20.776 24.017  -0.20
O25 10.749 21.960 23.420  -0.01
C27 9.715 22.688 23.963  -0.28
O26 8.928 22.306 24.839  0.13
C28 9.492 24.150 23.350  -0.49
F13 10.228 24.361 22.218  0.13
F14 8.196 24.248 23.031  0.16
F15 9.845 25.013 24.320  0.16
H21 10.938 18.578 23.927  0.08
H22 10.620 19.383 22.489  0.07
H23 9.456 19.521 23.868  0.08
H24 12.267 20.720 23.609  0.12
H25 11.286 20.980 25.087  0.13
C29 6.465 30.868 15.605  -0.06
C30 5.339 30.292 16.382  -0.26
O27 4.853 31.328 17.185  0.04
C31 3.775 31.103 18.006  -0.27
O28 3.011 30.144 17.898  0.10
C32 3.597 32.173 19.106  -0.53
F16 4.579 33.135 18.930  0.13
F17 2.380 32.705 19.016  0.17
F18 3.667 31.762 20.336  0.22
H26 6.920 30.230 14.847  0.09
H27 7.250 31.308 16.220  0.10
H28 6.052 31.606 14.917  0.09
H29 5.781 29.468 16.941  0.13
H30 4.578 29.837 15.748  0.12
C33 3.718 27.254 13.009  -0.04
C34 2.725 27.172 14.153  -0.21
O29 3.442 26.911 15.330  0.08
C35 2.935 26.847 16.557  -0.26
O30 1.758 26.964 16.911  -0.03
C36 4.037 26.652 17.592  -0.47
F19 3.915 27.717 18.484  0.13
F20 3.759 25.613 18.329  0.23
F21 5.322 26.679 17.153  0.19
H31 4.343 28.130 12.833  0.09
H32 3.250 27.209 12.025  0.09
H33 4.372 26.382 12.996  0.09
H34 1.927 26.460 13.940  0.13
H35 2.121 28.074 14.248  0.13
C37 0.178 30.175 24.949  -0.03
C38 -1.015 30.826 25.689  -0.21
O31 -2.195 30.109 25.447  0.02
C39 -3.357 30.697 25.794  -0.33
O32 -3.431 31.851 26.224  0.13
C40 -4.602 29.868 25.402  -0.54
F22 -5.160 29.619 26.554  0.20
F23 -5.409 30.684 24.668  0.15
F24 -4.333 28.705 24.788  0.17
H36 1.100 30.640 25.297  0.07
H37 0.176 30.371 23.877  0.06
H38 0.269 29.116 25.192  0.07
H39 -1.193 31.820 25.280  0.12
H40 -0.919 31.048 26.752  0.14

Forces on atoms 1 to 6 (eV/Å):
1.6 0.0 6.0
1.6 0.7 -2.2
2.2 -3.6 5.1
-2.8 3.2 -4.7
0.6 -0.4 2.3
-1.0 1.0 -1.2

Properties
* lowest unoccupied orbital energy: -6.99 eV
* HOMO energy: -10.43 eV
* frontier orbital gap: 0.1264 Ha
* net charge: +1

---

(4)
Density functional theory data (ωB97M-V/def2-TZVPD) for C5H12O2 in the gas phase.

Last column: Löwdin charge in e.
Geometry (Å):
C1 2.355 0.237 1.323  -0.10
C2 0.908 0.632 1.045  -0.21
C3 0.288 -0.159 -0.103  -0.38
O1 0.346 -1.554 0.104  -0.03
C4 -1.183 0.235 -0.377  -0.38
C5 -1.549 -0.087 -1.812  -0.04
O2 -2.016 -0.541 0.489  -0.04
H1 2.427 -0.833 1.535  0.07
H2 2.998 0.450 0.460  0.08
H3 2.755 0.788 2.181  0.07
H4 0.292 0.485 1.941  0.12
H5 0.853 1.700 0.790  0.11
H6 0.875 0.038 -1.014  0.15
H7 -0.481 -1.756 0.573  0.09
H8 -1.334 1.299 -0.142  0.14
H9 -1.118 -1.060 -2.066  0.09
H10 -2.641 -0.147 -1.922  0.08
H11 -1.169 0.669 -2.503  0.09
H12 -2.790 -0.780 -0.036  0.09

Forces on atoms 1 to 6 (eV/Å):
0.1 0.0 0.0
-0.1 0.0 0.1
0.0 0.3 -0.1
-0.1 -0.1 0.1
0.2 0.1 -0.2
0.0 0.0 -0.1

Properties
* lowest unoccupied orbital energy: 0.86 eV
* HOMO energy: -10.01 eV
* energy relative to the best compared isomer or geometry (same formula, charge and spin): 0.6353 eV
* frontier orbital gap: 0.3992 Ha
* SMILES: CC[C@@H](O)[C@@H](C)O
* net charge: 0

---

(5)
Density functional theory data (ωB97M-V/def2-TZVPD) for a gas-phase ion, C4H9NOS (charge -1).

Last column: Mulliken spin population.
Geometry (Å):
C1 -0.547 1.125 0.136  0.05
N1 0.811 1.612 -0.009  -0.01
C2 1.178 2.460 -0.986  0.04
O1 2.284 2.968 -1.056  0.00
C3 -0.801 -0.333 -0.399  0.39
C4 -1.442 -1.291 0.592  1.17
S1 -0.458 -2.778 0.807  0.13
H1 -0.977 1.366 1.080  -0.06
H2 -1.149 1.732 -0.539  0.07
H3 1.507 1.321 0.654  -0.06
H4 0.385 2.634 -1.712  0.01
H5 -1.399 -0.167 -1.299  0.06
H6 0.170 -0.657 -0.770  -0.04
H7 -1.692 -0.765 1.509  0.15
H8 -2.418 -1.591 0.192  -0.79
H9 -1.491 -3.679 0.682  -0.13

Forces on atoms 1 to 6 (eV/Å):
-0.4 -0.5 -1.9
-0.6 -0.1 0.2
0.9 -0.2 0.7
-0.1 0.1 -0.3
0.7 1.4 0.4
-0.4 0.1 -0.7

Properties
* lowest unoccupied orbital energy (spin up / spin down): 3.29 / 3.24 eV
* HOMO energy (spin up / spin down): 0.88 / -4.98 eV
* 2S+1: 2
* energy relative to the best compared isomer or geometry (same formula, charge and spin): 0.8225 eV
* frontier orbital gap (spin up / spin down): 0.0887 / 0.3020 Ha
* net charge: -1

---

(6)
Density functional theory data (ωB97M-V/def2-TZVPD) for a molecular structure, C24H21N4O3SSeTi.

Last column: Mulliken spin population.
Geometry (Å):
Ti1 -0.516 0.426 -0.179  1.73
Se1 2.112 5.961 4.499  0.00
N1 0.876 5.947 3.211  0.00
C1 0.977 4.802 2.594  0.00
C2 0.127 4.426 1.472  -0.01
C3 -0.843 5.262 0.927  0.03
C4 -1.590 4.803 -0.145  -0.01
C5 -1.376 3.518 -0.617  0.02
N2 -0.453 2.701 -0.110  0.02
C6 0.311 3.165 0.904  0.03
C7 1.348 2.243 1.400  -0.01
N3 1.421 1.049 0.776  0.04
C8 2.376 0.203 1.167  0.06
C9 3.264 0.487 2.194  -0.02
C10 3.161 1.693 2.864  0.04
C11 2.182 2.596 2.463  -0.02
C12 1.987 3.900 3.084  0.00
N4 2.703 4.326 4.086  0.00
H1 -0.998 6.248 1.343  0.00
H2 -2.347 5.423 -0.603  0.00
H3 -1.973 3.110 -1.423  0.00
H4 2.414 -0.744 0.642  0.00
H5 4.015 -0.241 2.465  0.00
H6 3.822 1.943 3.682  0.00
C13 0.780 -2.295 -3.292  0.01
C14 0.492 -1.823 -1.897  0.01
O1 0.004 -0.670 -1.796  -0.03
C15 0.753 -2.654 -0.753  0.07
C16 1.508 -3.841 -0.930  0.02
C17 1.793 -4.681 0.108  -0.01
C18 1.304 -4.378 1.389  0.02
C19 0.550 -3.254 1.605  -0.01
C20 0.253 -2.356 0.557  0.00
O2 -0.473 -1.305 0.834  -0.03
H7 0.337 -1.601 -4.000  0.00
H8 0.402 -3.303 -3.463  0.00
H9 1.858 -2.315 -3.470  0.00
H10 1.888 -4.079 -1.915  0.00
H11 2.388 -5.569 -0.051  0.00
H12 1.524 -5.041 2.217  0.00
H13 0.162 -3.015 2.586  0.00
O3 -2.627 0.572 -0.178  0.02
S1 -3.849 -0.224 -0.615  0.01
C21 -3.552 -0.672 -2.354  0.01
C22 -3.777 -2.176 -2.455  0.00
C23 -3.119 -2.770 -1.212  0.01
C24 -3.608 -1.932 -0.035  0.00
H14 -2.506 -0.415 -2.539  0.00
H15 -4.193 -0.066 -2.992  0.00
H16 -3.358 -2.563 -3.384  0.00
H17 -4.845 -2.403 -2.461  0.00
H18 -2.031 -2.704 -1.280  0.00
H19 -3.377 -3.819 -1.074  0.00
H20 -2.904 -1.877 0.796  0.00
H21 -4.580 -2.259 0.336  0.00

Forces on atoms 1 to 6 (eV/Å):
-0.2 0.3 0.4
-0.1 -0.2 -0.2
0.1 0.1 0.1
0.0 0.1 0.1
0.1 0.0 -0.2
-0.1 -0.1 -0.2

Properties
* lowest unoccupied orbital energy (spin up / spin down): -3.16 / -3.18 eV
* HOMO energy (spin up / spin down): -8.77 / -10.81 eV
* 2S+1: 3
* energy relative to the best compared isomer or geometry (same formula, charge and spin): 0.2040 eV
* frontier orbital gap (spin up / spin down): 0.2062 / 0.2802 Ha
* net charge: +1

---

no.,molar mass (g mol⁻¹),E_tot (Eh)
1,825.053,-2149.18277
2,90.103,-626.03025
3,1599.210,-6440.89100
4,104.149,-348.18147
5,119.189,-685.94227
6,572.351,-5020.91680